# C47H53BIrN10OS3

C47H53BIrN10OS3 as an isolated structure at a distorted geometry (ωB97M-V with the def2-TZVPD basis set, the OMol25 dataset).

Its total charge is +4. Its multiplicity is 6. The calculation puts the largest force on an atom at 4.7 eV/A. The calculation puts the energy relative to the best compared isomer or geometry (same formula, charge and spin) at 0.0 kcal/mol. Its orbital gap (spin up / spin down) is 0.18741 / 0.18321 hartree. For the LUMO energy (spin up / spin down), the calculation gives -10.614 / -12.593 eV. As for the expectation value of S²: 8.82. The total energy is -102532.672 eV.

CARTESIAN COORDINATES (ANGSTROEM)
Ir 12.98025 19.77375 13.74900
C 8.17765 17.72245 12.07434
C 8.70932 19.11823 11.84302
C 8.05246 19.95849 10.97584
C 8.41905 21.34068 10.89013
N 9.50108 21.79307 11.46949
N 10.27552 20.88650 12.10004
B 11.56234 21.49733 12.57363
N 12.45431 22.04413 11.43786
N 12.12959 23.30914 11.08319
C 12.84310 23.90457 10.13883
C 13.95256 23.28219 9.49560
C 14.35617 22.05421 9.97673
C 15.65243 21.45639 9.52717
C 13.49963 21.40220 10.92899
S 13.87566 19.76803 11.47197
C 12.45365 25.30612 9.74546
C 11.31674 25.26499 8.69235
C 11.95251 26.03478 11.00192
C 13.65734 26.06863 9.15929
N 11.36857 22.31566 13.83007
N 10.08648 22.44637 14.28909
C 9.94597 23.25538 15.29288
C 11.00840 23.96037 15.87381
C 12.32642 23.67320 15.54857
C 13.52833 24.48786 16.03685
C 12.42392 22.67314 14.56938
S 13.93983 21.78145 14.28398
C 8.55314 23.29988 15.88582
C 8.47468 24.22546 17.13424
C 7.52009 23.78938 14.86379
C 8.18758 21.87680 16.33247
C 9.89602 19.63855 12.41904
S 10.84410 18.59553 13.49729
C 7.59845 22.32674 10.09025
C 8.07129 22.24344 8.63402
C 7.71094 23.77154 10.58788
C 6.14754 21.86186 10.15372
H 7.43143 17.37081 11.34490
H 7.73730 17.62947 13.07365
H 8.98355 16.99647 12.04988
H 7.15933 19.61600 10.42661
H 14.47169 23.83290 8.69084
H 16.19857 22.16428 8.92920
H 15.52775 20.53060 8.92460
H 16.22391 21.13306 10.37530
H 10.34800 24.92469 9.11058
H 11.58881 24.61890 7.86998
H 11.17172 26.27296 8.31617
H 11.01457 25.63278 11.34458
H 11.82606 27.07379 10.78131
H 12.67063 25.94961 11.81382
H 13.93678 25.72882 8.15436
H 14.46821 25.93389 9.86137
H 13.42130 27.13600 9.04195
H 10.77569 24.76088 16.58140
H 13.24653 25.37302 16.60263
H 14.17592 24.75704 15.21717
H 14.11051 23.82775 16.66456
H 8.66088 25.28803 16.88276
H 9.17095 23.89546 17.92494
H 7.43852 24.12812 17.52113
H 7.85706 24.73091 14.45252
H 6.57864 23.97544 15.37180
H 7.38883 23.03605 14.07516
H 8.73087 21.57845 17.22074
H 8.41054 21.13183 15.56348
H 7.10422 21.83048 16.57043
H 9.05274 22.69280 8.49720
H 7.37609 22.78340 8.00576
H 8.09771 21.22775 8.23335
H 8.73610 24.10722 10.50179
H 7.42636 23.81999 11.64980
H 7.09254 24.39332 9.97666
H 6.03221 20.93234 9.60143
H 5.54290 22.61018 9.65609
H 5.79372 21.75163 11.16438
C 16.30806 9.81651 22.43093
O 15.85158 11.18432 22.73322
C 15.50250 12.02056 21.68314
C 15.17050 13.31301 22.09746
C 14.91999 14.28213 21.15702
C 14.94676 13.90743 19.80041
C 15.31053 12.61763 19.38858
C 15.56782 11.66358 20.35523
C 14.71410 14.87538 18.79662
N 14.86005 14.66609 17.47351
C 14.51174 15.84328 16.90172
C 14.16473 16.79762 17.86287
N 14.31199 16.15671 19.07617
C 13.66738 18.04899 17.56123
C 13.17613 18.97315 18.48230
C 12.34033 20.02252 18.04765
C 12.02965 20.11418 16.70159
N 12.69450 19.33562 15.76566
C 13.44165 18.30080 16.20036
C 13.87616 17.38424 15.20561
N 13.59038 17.76805 13.93660
C 13.74440 16.84813 12.91693
C 14.27596 15.57206 13.19213
C 14.62414 15.22760 14.49971
C 14.37959 16.12155 15.51522
H 16.51545 9.37286 23.42212
H 17.23725 9.84474 21.88176
H 15.58928 9.19855 21.90422
H 15.09500 13.52800 23.15553
H 14.73890 15.33351 21.46708
H 15.34641 12.37602 18.31260
H 15.76949 10.63081 20.03828
H 13.97441 16.45280 19.98584
H 13.49660 18.84467 19.49558
H 11.95083 20.72709 18.77075
H 11.32305 20.80399 16.25119
H 13.37632 17.17710 11.94917
H 14.35452 14.82516 12.39347
H 15.00225 14.24924 14.73143

Force components x, y, z for each atom (eV/Å):
Ir -1.9896 1.4003 -3.2740
C 0.2743 -0.2243 0.3101
C -0.8790 -0.0888 -0.8566
C -0.2568 0.3425 0.2627
C 0.0369 0.0147 -0.1735
N 0.4972 -0.5073 -0.3637
N -0.4010 -0.9595 0.6566
B 0.5487 -0.7744 -0.1269
N 0.1945 0.9552 -0.0053
N 0.3205 -0.0477 -0.0295
C -0.1963 -0.2824 -0.3889
C -0.4303 -0.3506 0.6923
C -0.1758 0.0480 -0.4432
C -0.7215 -1.0735 -0.5468
C 0.8677 -0.4179 -0.1324
S -0.1753 0.4944 -0.0489
C -0.7542 0.5824 0.0147
C -0.2420 -0.1833 0.6492
C 0.3870 -0.3480 -0.1394
C -0.5146 -0.0426 -0.1343
N -0.5333 -0.5942 0.9611
N 1.3384 0.3183 -1.3558
C -1.2496 -0.2427 1.0050
C 1.2749 0.8394 0.1806
C -0.7895 1.4200 -0.0368
C -0.7202 -1.2359 0.1430
C 1.4221 -0.1702 -0.5425
S -0.0949 1.5059 -0.0413
C -0.5008 0.3670 0.8326
C -0.2600 -0.2371 -0.2460
C 0.4380 -0.3578 -0.0998
C -0.5958 -0.2260 -0.0822
C 0.2022 -0.5144 0.0418
S -0.3992 1.4932 -0.6261
C -0.2579 -0.2704 -0.0645
C 0.1556 -0.0895 -0.2009
C 0.5900 -1.0408 0.7775
C 0.0627 0.2831 -0.6464
H 0.2621 0.6144 0.1704
H -0.0102 0.1607 -0.1081
H 0.2423 -0.1205 -0.0254
H 0.7334 0.1004 0.4153
H -0.1520 -0.6068 0.7025
H 0.2847 0.2377 -0.1010
H -0.1883 0.5561 0.2198
H 0.4949 0.0586 0.5252
H 0.5948 0.0788 -0.1060
H 0.0178 -0.1420 -0.3847
H -0.0294 0.0937 -0.1201
H -0.4001 -0.1720 0.1136
H -0.1478 0.6600 -0.1290
H 0.1776 0.0528 0.1316
H 0.0292 -0.0590 0.2573
H 0.6034 0.3253 -0.0519
H 0.0447 -0.3590 0.2617
H 0.1732 -0.3416 -0.2068
H -0.1863 -0.1199 -0.0698
H 0.0428 0.1616 -0.4006
H 0.3654 -0.0110 0.4224
H -0.1527 -0.4997 0.1762
H -0.2847 0.2053 -0.2178
H 0.7075 0.2243 -0.0827
H -0.0446 0.2601 -0.3835
H -0.1381 -0.1364 -0.0389
H -0.0588 0.3436 0.0782
H 0.1684 0.0054 0.3552
H -0.1989 0.1065 -0.0958
H 0.6525 0.0056 -0.1341
H 0.1492 -0.0001 0.0704
H -0.2079 0.2528 -0.1355
H 0.0192 -0.0918 0.1774
H 0.2533 0.1943 0.0354
H -0.0919 0.2252 -0.3510
H -0.4874 0.4455 -0.2098
H -0.3100 -0.0069 0.0039
H -0.2749 0.0531 -0.0600
H -0.2065 -0.0984 0.4602
C 0.3798 -0.1435 1.2167
O -0.9592 1.1436 -2.9999
C 1.3257 -2.5108 3.7084
C -0.6600 1.8068 0.1956
C -0.0217 -0.1109 0.9883
C 0.4967 0.5730 -0.0509
C 0.0605 -1.5010 0.2336
C -0.1164 -0.7709 -2.6129
C -0.0399 0.4557 -1.3261
N -0.3004 0.5078 0.8895
C 0.1761 -0.3274 1.0330
C 1.0646 -2.2000 1.0366
N -0.1899 0.1750 -0.6677
C -1.4119 1.5230 -0.3629
C -0.2928 0.8705 -0.8151
C 0.6253 -0.8500 0.5185
C 1.5428 -1.0209 -1.6459
N -1.1088 -0.2865 4.0672
C -0.3497 0.8005 0.6278
C -0.1645 -0.1266 -1.3429
N 1.4266 -2.7993 -1.3187
C 0.0896 0.5106 1.9169
C -0.2843 0.1885 -0.1274
C -0.3078 -0.1212 -1.4094
C -0.0379 0.7898 0.1838
H -0.2482 0.3395 -0.5638
H 0.2550 0.2531 -0.2123
H -0.4341 0.3127 -0.0223
H 0.2172 -0.0658 0.0120
H 0.0859 -1.0522 -0.1354
H -0.0097 0.1595 0.7899
H 0.0773 0.5895 0.3037
H 0.1664 0.1266 -0.3796
H -0.3037 0.2740 0.5986
H -0.1831 -0.0651 -0.0934
H 0.0244 0.1186 0.3505
H 0.2876 -0.2263 0.0493
H 0.0566 0.4802 0.2775
H 0.1473 -0.2620 0.0037